1.
Molecular formula: C5H9N3O2S2
Method: DFT, wB97M-V/def2-TZVPD

XYZ file:
```
21
Properties=species:S:1:pos:R:3
S 3.189 0.202 -1.546
S 1.237 -1.608 0.235
O 1.125 -0.551 1.270
O 2.436 -2.425 0.253
N 0.689 0.445 -1.787
N -1.426 -1.143 -0.115
N -1.515 -0.521 0.957
C 2.641 1.495 -2.618
C 1.570 -0.313 -1.231
C -2.068 -1.096 2.212
C 1.293 1.470 -2.576
C -1.447 0.873 1.155
H 0.667 2.093 -3.163
H -0.903 -0.709 -0.893
H -2.257 1.398 0.594
H 3.296 2.192 -3.098
H -2.037 -2.217 2.021
H -3.233 -0.866 2.292
H -0.488 1.317 0.640
H -1.484 -0.985 3.147
H -1.284 0.947 2.249
```

orbital gap (spin up / spin down) = 0.2392 / 0.2395 Ha
energy = -1306.8739 Ha
LUMO level (spin up / spin down) = -1.41 / -1.41 eV
ΔE to the lowest compared entry with this formula, charge and spin = 72.37 kcal per mole
E_HOMO (spin up / spin down) = -7.92 / -7.93 eV
charge = 0

=====

2.
Molecular formula: C18H66N10O15
Method: DFT, wB97M-V/def2-TZVPD

XYZ file:
```
109
Properties=species:S:1:pos:R:3
O 2.873 4.989 -1.129
O -0.735 -3.231 2.044
O 4.042 0.601 -1.751
O 0.863 -2.848 -1.702
O 1.449 2.866 2.762
O -1.996 2.235 3.244
O 1.701 1.764 -2.665
O -3.845 -2.232 -1.073
O 1.631 -1.644 3.493
O -2.799 -1.611 -4.520
O -2.159 -0.851 2.864
O -1.909 2.852 -2.269
O 1.676 -4.773 1.464
O -1.640 -0.318 0.423
O -1.241 4.241 0.244
N -4.360 -0.716 3.652
N 0.637 3.882 4.718
N -2.564 0.589 -2.014
N -0.535 -2.421 -4.379
N -2.816 -1.204 5.117
N 1.801 -3.630 -3.643
N -2.502 1.433 -4.054
N -0.344 4.366 2.896
N -1.666 -2.254 -2.535
N 3.142 -2.587 -2.351
C 1.781 -0.327 3.203
C 2.442 -3.750 0.914
C -0.314 -0.214 0.094
C -4.734 -2.051 -2.205
C 0.251 1.190 0.393
C -2.968 2.329 2.256
C 1.200 0.549 -3.300
C 1.933 -3.005 -2.522
C -0.175 4.865 -0.414
C 0.651 3.779 3.451
C 2.898 3.806 -0.486
C 1.639 0.563 -4.773
C 3.510 -3.341 1.914
C -3.082 -0.892 3.872
C 3.969 0.040 -0.483
C -1.676 -2.100 -3.823
C -2.281 1.601 -2.795
C -0.976 -3.856 3.300
H 1.132 1.314 -5.356
H -2.540 -0.354 -2.355
H -0.618 5.684 -0.934
H -1.767 3.852 -0.481
H 3.262 1.152 -2.014
H 3.664 0.691 0.269
H -2.887 0.556 -4.457
H 1.218 -4.523 -3.622
H 1.335 -0.407 -5.232
H -0.237 -0.418 -0.965
H 3.360 -0.838 -0.410
H -0.397 -4.772 3.436
H 2.729 -4.056 -0.079
H 1.310 1.202 0.647
H 0.270 4.134 -1.123
H -4.506 -2.775 -3.004
H -0.752 -2.332 -2.117
H 0.343 -0.962 0.648
H -0.720 -3.165 4.157
H 0.286 4.792 5.205
H 4.990 -0.131 -0.120
H -1.034 -2.327 2.133
H -1.065 4.870 3.431
H 1.985 3.253 -0.656
H -2.538 2.052 1.284
H 0.436 -2.785 -4.028
H 3.719 3.186 -0.813
H 0.895 -4.351 1.870
H 1.608 -0.218 -2.772
H -0.464 4.295 1.917
H -0.218 1.621 1.234
H -5.682 -2.218 -1.735
H 0.791 0.180 3.306
H -5.115 -0.896 4.352
H -3.997 -1.595 -0.378
H -3.326 3.354 2.203
H 2.691 0.535 -4.832
H -1.667 -0.299 1.369
H 2.505 -2.051 3.552
H -0.500 -2.336 -5.431
H 4.488 -3.671 1.643
H -2.528 2.230 -4.720
H -2.526 -2.222 -2.012
H -4.664 -0.375 2.713
H 0.056 1.824 -0.470
H 1.359 3.385 5.335
H 3.427 -1.915 -1.647
H 3.920 -2.861 -2.917
H 3.139 3.909 0.577
H -2.033 0.679 -1.115
H 3.645 -2.292 1.816
H 1.134 2.404 -3.082
H 3.811 5.050 -1.386
H -4.752 -1.057 -2.640
H -1.814 -1.298 5.387
H 1.770 -2.929 0.790
H 3.286 -3.651 2.939
H 0.576 5.127 0.383
H -2.077 -3.918 3.465
H -3.817 1.690 2.364
H -1.335 2.890 3.074
H 2.441 -3.568 -4.448
H 2.095 -0.204 2.137
H 2.517 0.246 3.751
H 0.121 0.397 -3.301
H -3.511 -1.466 5.833
```

orbital gap = 0.3265 Ha
energy = -2401.3870 Ha
LUMO level = 0.17 eV
ΔE to the lowest compared entry with this formula, charge and spin = 0.00 kcal per mole
E_HOMO = -8.72 eV
charge = 0

=====

3.
Molecular formula: C9H10N3ReS2
Method: DFT, wB97M-V/def2-TZVPD

XYZ file:
```
25
Properties=species:S:1:pos:R:3
Re -0.429 -0.124 -1.091
S -3.573 -1.741 2.129
S -2.383 -1.193 -0.647
N -0.319 -0.162 1.012
N -1.306 -0.652 1.842
N 1.564 0.500 -0.737
C -4.769 -2.448 0.980
C 4.063 1.330 0.076
C -2.304 -1.121 1.145
C -1.017 1.105 -2.365
C 3.065 1.100 1.019
C 0.745 0.325 1.529
C 2.540 0.704 -1.637
C 3.803 1.124 -1.267
C 1.832 0.678 0.588
H 4.560 1.282 -2.022
H 2.268 0.530 -2.669
H -0.333 1.853 -2.777
H -4.928 -1.812 0.115
H 0.862 0.409 2.605
H -5.696 -2.500 1.549
H -2.064 1.356 -2.522
H 5.041 1.664 0.396
H 3.247 1.241 2.075
H -4.468 -3.446 0.673
```

spin multiplicity = 2
orbital gap (spin up / spin down) = 0.2350 / 0.2327 Ha
energy = -1387.5215 Ha
LUMO level (spin up / spin down) = -5.37 / -5.27 eV
ΔE to the lowest compared entry with this formula, charge and spin = 25.47 kcal per mole
E_HOMO (spin up / spin down) = -11.76 / -11.60 eV
charge = +1